No. 1
The following is a quantum chemistry calculation of a gas-phase ion, C5H4NO2 (charge -1), from the Open Molecules 2025 dataset.

Cartesian coordinates (Å):
C  2.4141  -1.5086  0.1199
C  1.3009  -0.6616  -0.0257
C  2.2588  0.3427  0.4181
C  -0.1931  -0.7545  -0.3825
C  -0.8874  0.7391  -0.4729
N  3.3669  -0.6219  0.3808
O  -0.6754  -1.8058  -0.7842
O  2.3506  1.5237  0.6986
H  2.6275  -2.6082  0.0647
H  -1.9645  0.7232  -0.4164
H  -0.6979  1.1582  -1.4097
H  -0.4465  1.3467  0.3702

Values from the calculation:
HOMO-LUMO gap ... 0.2609 Eh
Total charge ... -1
Energy relative to the best compared isomer or geometry (same formula, charge and spin) ... 38.44 kcal/mol
E_HOMO ... -2.990 eV

For each atom in turn, the natural (NBO) charge in e is: C 0.15; C -0.55; C 0.67; C 0.56; C -0.71; N -0.64; O -0.67; O -0.62; H 0.17; H 0.19; H 0.21; H 0.23


No. 2
The following is a quantum chemistry calculation of a molecular structure, C28H43Be2Br4ClILiMgN3O6P2Si2, from the Open Molecules 2025 dataset.

Cartesian coordinates (Å):
C  4.0810  -0.2903  -0.8845
P  2.8860  -1.4675  -1.8050
C  2.7679  -0.7093  -3.5727
C  1.1237  -1.2770  -1.0835
C  0.8774  0.0729  -0.2848
C  -0.5014  0.4129  0.3985
C  -1.6326  -0.6901  0.2594
C  -1.3893  -2.0581  -0.5156
C  -0.0019  -2.3996  -1.2431
P  0.3212  -4.0000  -2.1900
C  -1.2352  -4.5569  -3.1182
O  1.4758  -3.7610  -3.4760
C  -2.6833  -3.0537  -0.4859
O  -2.6208  -4.2875  -0.2558
C  -4.1135  -2.2835  -0.7222
C  -4.3248  -0.9059  0.0444
C  -5.6370  -0.0360  -0.0486
C  -6.7820  -0.5838  -0.9647
C  -8.1197  0.2954  -1.0532
C  -7.8726  1.4333  -2.1757
N  -7.7342  1.2090  -3.4675
C  -6.5781  -1.9567  -1.7455
N  -7.7155  -2.3464  -2.6041
C  -5.2609  -2.8315  -1.6523
I  -4.9932  -4.6839  -2.7755
C  -3.0791  -0.4013  0.9278
O  -3.2307  0.1885  2.0456
H  3.7530  0.8154  -0.9791
H  5.1278  -0.4265  -1.3395
H  4.1312  -0.6202  0.2262
H  2.9202  -1.5748  -4.3301
H  3.6149  0.0514  -3.7728
H  1.7481  -0.2055  -3.7410
H  1.7036  0.8683  -0.1476
H  -0.7061  1.3691  0.9890
H  -0.9567  -5.0991  -4.1065
H  -1.7012  -5.3879  -2.4524
H  -2.0043  -3.6837  -3.2555
H  1.0850  -3.0543  -4.0583
H  -5.7142  0.9527  0.5250
H  -8.3162  0.8031  -0.0457
H  -9.0157  -0.3852  -1.2666
H  -7.8058  2.5164  -1.8142
H  -7.8031  0.1785  -3.6198
H  -7.4959  -3.2007  -3.1414
H  -8.4923  -2.4883  -1.9369
Be  -0.1718  -1.2691  2.3815
Br  -3.1210  -2.5722  -3.4558
C  5.1350  6.5034  1.8131
Si  5.8292  4.9679  2.6571
C  6.0998  5.4031  4.4655
C  7.4950  4.6115  1.8697
N  4.6905  3.6757  2.4431
Si  4.9765  2.0811  3.0850
C  5.1175  2.0650  4.9555
C  6.5040  1.2681  2.3611
C  3.5010  0.9950  2.6303
H  5.8265  7.3425  1.9288
H  4.9890  6.3229  0.7451
H  4.1759  6.7856  2.2542
H  6.6297  6.3604  4.5424
H  6.7070  4.6513  4.9760
H  5.1479  5.5001  4.9913
H  7.3746  4.2410  0.8493
H  8.0647  3.8774  2.4431
H  8.0916  5.5271  1.8286
H  6.0664  2.4868  5.2918
H  5.0665  1.0374  5.3255
H  4.3019  2.6293  5.4152
H  6.5148  1.3541  1.2712
H  6.5182  0.2043  2.6149
H  7.4213  1.7091  2.7551
H  3.3842  0.9360  1.5450
H  2.5790  1.3960  3.0595
H  3.6467  -0.0185  3.0156
Li  -5.4609  0.7951  2.5372
Cl  -8.1048  -1.9112  -4.8689
Mg  -6.9426  3.3745  2.6978
O  -6.2712  -7.8755  -2.2580
C  -5.2576  -8.1482  -1.4779
C  -5.3594  -9.7178  -0.9960
O  -4.3563  -9.9812  -0.2117
H  -5.1645  -7.5597  -0.5503
H  -4.2480  -8.0377  -1.9081
H  -5.4387  -10.3022  -1.9276
H  -6.3723  -9.8283  -0.5751
Be  -2.8703  -0.2035  -1.8076
O  4.7491  7.9622  4.9592
H  4.0958  7.3696  4.5914
C  3.2516  4.7281  -1.6286
Br  2.8698  6.3894  -0.7029
Br  5.0985  4.1793  -1.3980
Br  2.0155  3.3183  -1.1260
H  3.1055  4.9157  -2.6918

Values from the calculation:
HOMO-LUMO gap ... 0.0959 Eh
Total charge ... +1
E_HOMO ... -9.007 eV

For each atom in turn, the Mulliken charge in e is: C -0.64; P 0.23; C -0.91; C 0.05; C 0.29; C -1.14; C -0.35; C 1.33; C 0.07; P 0.14; C -0.37; O -0.46; C -0.13; O -0.46; C 0.77; C 0.29; C -1.32; C 0.24; C -0.94; C 0.07; N -0.55; C 0.66; N -0.43; C -0.93; I 0.25; C 0.43; O -0.62; H 0.07; H 0.43; H 0.26; H 0.27; H 0.36; H 0.27; H -0.23; H 0.40; H 0.39; H 0.21; H -0.02; H 0.32; H 0.41; H 0.28; H 0.34; H 0.29; H 0.20; H 0.33; H 0.24; Be 0.08; Br -0.51; C -0.65; Si -0.02; C -0.97; C -0.85; N 0.23; Si 0.21; C -1.01; C -1.00; C -0.43; H 0.30; H 0.03; H 0.28; H 0.35; H 0.34; H 0.37; H 0.21; H 0.32; H 0.38; H 0.31; H 0.36; H 0.31; H 0.28; H 0.40; H 0.35; H -0.46; H 0.29; H 0.36; Li 0.68; Cl -0.45; Mg 0.26; O -0.42; C 0.03; C -0.30; O -0.39; H 0.28; H 0.24; H 0.28; H 0.27; Be 0.43; O -0.54; H 0.27; C -0.35; Br 0.00; Br -0.05; Br 0.07; H 0.42